C9H6NO2S2 | the ωB97M-V functional and the def2-TZVPD basis

Properties
Total charge ... -1
E ... -1348.1704 Ha
Largest force on an atom ... 0.070 Eh/bohr
Spin multiplicity ... 1

Structure (XYZ):
```
20
Properties=species:S:1:pos:R:3:forces:R:3
C 2.6240 -1.2546 -0.7174 0.18 2.60 -0.89
C 2.7421 0.0787 -1.2886 0.42 -1.86 0.73
C 1.5311 -1.6028 -0.0601 -2.59 1.86 1.56
C 1.7212 0.9486 -1.1827 0.00 -0.95 0.70
C 0.4568 -0.6082 0.1264 1.13 -2.74 0.24
C 0.5880 0.6016 -0.4508 -0.61 0.12 -0.45
C -1.5472 1.2061 0.3834 -1.21 2.34 0.46
C -0.8429 -1.0149 0.6187 -0.54 -1.40 -1.44
C -1.8253 -0.0375 0.8404 -0.42 1.08 0.70
N -0.4790 1.4627 -0.4349 1.67 3.18 -0.35
O -4.4176 0.6049 0.7452 0.03 -0.10 0.11
O -3.5164 0.1448 2.9792 0.14 0.12 0.37
S -1.2294 -2.6288 0.3915 -0.32 -0.44 0.71
S -3.6780 -0.3548 1.6053 0.49 0.32 -0.70
H 3.4421 -1.8911 -0.7245 1.51 -1.09 -0.32
H 3.7204 0.2772 -1.6621 0.30 0.63 -0.69
H 1.4141 -2.5161 0.4751 -0.08 -0.62 -0.01
H 1.6138 1.9172 -1.5222 0.87 2.02 -1.24
H -2.1516 2.1830 0.5957 0.54 -2.30 -0.48
H -0.1662 2.4841 -0.7174 -1.53 -2.77 0.97
```
Positions in Å, forces in eV/Å.

Mulliken atomic charge list, values in e, 8 entries: C -0.69; C -0.54; C -0.66; C -0.76; C 0.39; C 0.60; C -0.29; C 0.39

=====

C9H6O2 | the ωB97M-V functional and the def2-TZVPD basis

Properties
Total charge ... 0
Relative energy (zero: lowest compared OMol25 entry of this formula, charge and spin) ... 157.0 kJ/mol
Largest force on an atom ... 0.110 Eh/bohr
Spin multiplicity ... 1
SMILES ... O=C1Cc2ccccc2C1=O

Structure (XYZ):
```
17
Properties=species:S:1:pos:R:3:forces:R:3
O 1.6596 2.5404 -0.8831 -2.46 -2.64 0.98
C 0.8254 1.6530 -0.5783 3.24 4.32 -1.63
C -0.1948 1.0610 -1.5024 0.45 0.11 1.12
C -0.3243 -0.2937 -0.7494 -2.67 0.14 -1.73
C -1.1019 -1.3198 -1.2486 -2.05 1.29 -2.57
C -1.4249 -2.3988 -0.4697 -0.79 -1.96 0.70
C -1.0706 -2.4290 0.9140 0.67 2.71 -0.05
C -0.4277 -1.2514 1.4934 -0.96 -2.49 0.87
C -0.0216 -0.2998 0.5902 1.92 3.10 0.48
C 0.7960 1.0237 0.7830 0.09 -1.97 3.59
O 1.3494 1.3763 1.8263 -1.17 -0.28 -2.61
H 0.2215 0.9984 -2.5159 -0.25 -0.06 0.30
H -1.0793 1.8021 -1.4981 0.89 -1.63 0.06
H -1.7793 -1.0838 -2.2202 2.17 -0.99 1.99
H -2.0586 -3.2007 -0.9924 1.01 1.07 1.35
H -1.3650 -3.1724 1.6273 -0.25 -0.57 -0.22
H -0.3447 -1.1498 2.6594 0.18 -0.15 -2.62
```
Positions in Å, forces in eV/Å.

Mulliken atomic charge list, values in e, 8 entries: O -0.55; C 0.17; C -0.34; C 0.10; C -0.23; C -0.37; C -0.54; C -0.29

=====

C9H70NO27 | the ωB97M-V functional and the def2-TZVPD basis

Properties
Total charge ... -1
Relative energy (zero: lowest compared OMol25 entry of this formula, charge and spin) ... 242.8 kJ/mol
Largest force on an atom ... 0.036 Eh/bohr
Spin multiplicity ... 1

Structure (XYZ):
```
107
Properties=species:S:1:pos:R:3:forces:R:3
C 0.4267 -2.7753 -0.1995 0.54 0.04 0.42
C 1.0060 -1.4822 0.4220 -0.49 0.53 -1.02
C 1.9715 -0.8396 -0.6062 0.51 -1.44 -0.96
C 1.3057 -0.1022 -1.7498 -0.33 0.72 0.56
C 0.3641 0.9577 -1.2406 0.37 0.51 0.25
C -0.6488 0.4438 -0.1905 -0.26 0.00 -1.61
N -0.0453 -0.4962 0.7518 0.54 1.63 0.66
O -1.0251 -0.9121 1.6753 -0.09 -0.42 0.08
C -1.8493 -0.1863 -0.9732 -0.15 0.02 0.98
C -1.1482 1.7594 0.4841 0.86 -1.38 -0.02
C 1.8391 -1.8044 1.6448 0.85 0.51 1.22
H 0.0681 -2.6005 -1.2141 -0.17 -0.09 0.06
H -0.3549 -3.1931 0.4277 -0.08 0.07 -0.06
H 1.2128 -3.5365 -0.2310 0.06 -0.01 -0.13
H 2.4984 -1.6567 -1.1220 -0.12 -0.41 0.25
H 2.8467 -0.3530 -0.1782 -0.59 0.80 0.32
H 0.6774 -0.7362 -2.3794 0.44 -0.41 -0.07
H 2.0542 0.3937 -2.3698 0.10 -0.27 -0.21
H -0.1104 1.3955 -2.1285 -0.55 -0.09 0.17
H 0.8962 1.8178 -0.8201 0.32 -0.25 0.20
H -2.6816 -0.2055 -0.2646 -0.16 -0.13 -0.18
H -1.6771 -1.2199 -1.2775 0.17 0.09 -0.11
H -2.1101 0.4277 -1.8392 0.04 0.03 -0.11
H -1.9999 1.6045 1.1403 0.12 0.19 0.11
H -1.3741 2.4967 -0.2845 -0.24 0.03 0.03
H -0.2488 2.0926 1.0028 -0.42 0.45 0.47
H 2.6928 -2.4616 1.4612 -0.48 -0.56 -0.34
H 1.2959 -2.1237 2.5313 -0.29 -0.40 -0.35
H 2.3956 -0.9475 2.0482 -0.37 0.46 -0.37
O -1.9612 1.9329 4.2255 0.40 0.50 -0.21
H -1.0627 1.6621 3.9486 -0.12 -0.28 0.50
H -2.5366 1.2969 3.7585 -0.29 0.20 0.13
O -5.0118 -1.6869 0.6047 -0.38 0.09 -0.37
H -4.8473 -0.7517 0.4042 -0.03 -0.02 0.21
H -5.4394 -1.6826 1.4666 0.26 -0.06 0.10
O -0.8144 4.6792 -1.4534 0.13 -0.20 -0.35
H -1.6320 5.0265 -1.8234 -0.08 0.12 0.35
H -0.7922 3.7557 -1.7290 0.08 0.05 -0.10
O -2.8238 -3.2812 0.1783 0.08 0.10 -0.38
H -3.5909 -2.6836 0.1613 -0.04 -0.17 0.44
H -2.1386 -2.7638 0.6323 -0.10 0.19 0.22
O -3.4948 4.9941 0.1393 -0.19 -0.04 -0.29
H -3.7198 4.2347 -0.4166 0.12 0.21 0.27
H -3.2085 4.6037 0.9825 0.05 -0.09 0.06
O -5.1683 1.0963 0.4738 -0.41 -0.06 -0.26
H -6.1066 1.0274 0.2636 0.02 0.03 0.19
H -4.7996 1.6916 -0.2004 0.27 0.14 0.09
O -4.0179 2.6472 -1.5012 -0.19 -0.20 -0.37
H -4.7234 2.6154 -2.1583 0.07 0.15 -0.07
H -3.3187 2.0843 -1.8603 0.13 -0.02 0.17
O 2.4112 3.0446 -3.8422 0.14 -0.16 0.02
H 3.1476 2.8909 -3.2421 -0.05 0.08 0.07
H 1.8091 2.3031 -3.6934 -0.11 0.03 -0.20
O -0.1306 -1.5423 -4.9126 -0.24 -0.15 0.10
H 0.3893 -2.1062 -4.3267 0.21 0.07 -0.12
H -0.9909 -1.4475 -4.4658 0.19 0.01 -0.10
O 1.4861 -4.5015 4.4501 0.31 -0.56 0.03
H 1.2101 -5.2956 3.9792 -0.16 0.14 -0.07
H 2.3086 -4.7469 4.8879 -0.02 0.03 -0.03
O 0.7839 1.0333 -5.2992 -0.01 -0.25 -0.02
H 0.4434 0.1120 -5.3232 0.17 0.21 0.26
H 1.6050 1.0053 -5.7991 -0.04 0.14 -0.05
O -2.9688 3.9741 2.7614 0.15 0.33 0.07
H -2.9299 4.8086 3.2391 -0.05 -0.02 -0.02
H -2.4415 3.3416 3.3087 -0.33 -0.30 -0.09
O 0.5977 3.9840 3.1821 0.16 -0.01 0.05
H 0.9915 3.0996 3.1444 -0.03 0.00 -0.03
H -0.2282 3.8607 3.6602 -0.01 -0.08 -0.04
O 5.4034 -1.5194 0.6063 -0.09 0.05 -0.02
H 6.3238 -1.5737 0.3349 0.01 0.00 0.07
H 5.1332 -0.6054 0.3783 0.02 -0.22 0.03
O 0.3875 0.6539 3.8135 0.48 0.02 -0.45
H 0.8773 0.1101 4.4405 -0.22 -0.17 0.11
H 0.1475 0.0394 3.0902 -0.39 -0.04 -0.10
O 4.5911 0.2012 -3.5176 0.14 -0.03 -0.11
H 4.8426 -0.7229 -3.4241 -0.06 0.01 0.03
H 3.7168 0.1761 -3.9267 -0.04 0.05 0.14
O -2.2303 -3.8224 -2.4832 -0.04 0.13 0.15
H -2.4895 -3.5297 -1.5785 0.25 -0.36 -0.04
H -2.1228 -3.0112 -2.9900 -0.08 -0.22 -0.05
O 2.6506 1.7168 1.4799 0.15 -0.13 0.06
H 2.2013 2.3131 0.8697 -0.19 0.34 -0.01
H 2.0500 0.9613 1.5653 -0.11 0.12 0.01
O 4.5078 -4.2711 0.3181 0.01 0.01 0.04
H 4.1731 -4.2986 -0.5813 -0.05 0.01 0.02
H 4.5870 -3.3235 0.5207 0.13 0.03 -0.08
O 2.5939 -2.7249 -3.6281 0.00 -0.05 0.02
H 2.4377 -3.3126 -2.8788 -0.09 0.10 0.03
H 3.5397 -2.7822 -3.7910 -0.04 -0.11 -0.07
O 5.0089 0.8935 -0.6111 0.27 0.25 -0.28
H 5.1495 0.7394 -1.5546 -0.22 -0.02 -0.09
H 4.5723 1.7515 -0.5662 -0.15 -0.13 0.36
O 1.4926 -1.8990 5.2381 0.31 -0.19 -0.12
H 2.4218 -1.6862 5.0972 -0.02 -0.03 -0.01
H 1.3796 -2.7897 4.8386 -0.14 0.76 0.37
O 1.4915 4.1488 0.1717 0.18 -0.02 -0.21
H 0.6391 4.3686 -0.2348 0.08 0.12 0.10
H 1.6039 4.7964 0.8755 -0.15 -0.19 0.17
O -0.9019 -3.0375 3.5965 -0.33 -0.07 0.08
H 0.0237 -3.2390 3.4508 -0.09 0.03 -0.10
H -1.0630 -2.2341 3.0619 0.21 -0.04 -0.24
O -2.6830 -1.3336 -3.8209 -0.48 0.39 -0.17
H -3.3696 -1.2747 -4.4947 0.09 -0.15 -0.04
H -3.1402 -1.1840 -2.9834 0.19 0.00 0.08
O -3.5819 0.4048 2.7195 0.22 -0.38 -0.40
H -2.7798 0.0749 2.2557 -0.02 -0.39 0.09
H -4.1480 0.7526 2.0157 0.08 0.14 0.22
```
Positions in Å, forces in eV/Å.

Mulliken atomic charge list, values in e, 8 entries: C -1.22; C 1.18; C -0.33; C 0.83; C -1.18; C 1.88; N 1.80; O 0.01

=====

C9H79AlO33P | the ωB97M-V functional and the def2-TZVPD basis

Properties
Total charge ... -1
E ... -3456.8594 Ha
Largest force on an atom ... 0.127 Eh/bohr
Spin multiplicity ... 1

Structure (XYZ):
```
123
Properties=species:S:1:pos:R:3:forces:R:3
C 4.1986 -3.5628 0.0248 -1.64 5.82 2.48
C 3.9647 -2.3541 0.5158 -0.73 -5.68 -2.92
C 3.1915 -0.9790 0.9378 1.84 -0.26 1.19
C 3.7119 0.3146 0.1268 0.99 -0.31 -0.43
C 3.5040 0.2564 -1.4780 -0.38 1.38 0.03
Al 2.0731 -1.0546 -2.1335 0.29 0.30 -0.11
O 0.4888 -0.2102 -2.6895 -0.49 -0.45 1.82
C -0.5110 -0.1918 -1.6393 0.05 -0.39 -0.71
C -1.4334 -1.5320 -1.5710 -1.39 1.34 0.28
C -2.8251 -1.1040 -0.7961 -0.01 -0.34 0.18
O -0.8204 -2.6370 -0.8516 -1.10 0.03 -1.61
P 2.9677 -2.0502 -4.0911 0.23 0.09 -1.45
C 2.5390 -3.9068 -4.1296 0.73 -0.28 0.83
O 4.7211 -1.8652 -4.0571 -0.51 -0.95 -0.70
H 4.2495 -4.6395 -0.4010 0.20 2.73 1.05
H 2.0484 -1.0922 0.9433 1.86 -0.30 -0.43
H 3.4974 -0.8103 2.0511 -0.63 -0.35 -2.03
H 3.2179 1.2712 0.5774 0.75 -1.78 -0.69
H 4.8574 0.3916 0.3158 -2.02 0.02 -0.03
H 3.1379 1.3223 -1.7939 0.66 -1.74 0.51
H 4.4735 0.0752 -2.0802 -1.35 0.09 1.32
H 1.7326 -2.2339 -1.1350 -0.28 0.06 0.07
H -0.0251 -0.0383 -0.5932 -0.94 -0.19 -1.42
H -1.2472 0.6818 -1.8715 1.24 -1.50 0.60
H -1.7727 -1.8238 -2.6465 1.03 0.39 1.73
H -2.7965 -0.0087 -0.4450 -0.07 -1.58 -0.69
H -3.7100 -1.2646 -1.5164 1.19 0.43 1.18
H -3.0123 -1.7604 0.1448 0.48 0.93 -1.67
H -1.1329 -3.4499 -1.3197 0.59 0.99 0.70
H 3.3113 -4.4457 -3.4439 -1.34 0.58 -1.18
H 2.5715 -4.3161 -5.2003 -0.14 0.55 1.96
H 1.4942 -4.0296 -3.6353 1.66 0.18 -0.96
H 5.0862 -2.1214 -4.9405 -0.72 0.45 1.15
O 6.8331 1.8071 0.0908 -0.03 0.14 0.28
H 7.6715 2.1682 0.4058 -0.11 -0.07 -0.28
H 6.8615 1.9512 -0.8655 0.00 -0.19 0.06
O 2.0523 -0.5745 3.7789 0.00 0.25 0.23
H 1.1357 -0.8417 3.6281 0.15 -0.07 0.22
H 2.0812 -0.3649 4.7208 -0.12 -0.10 -0.22
O -0.3399 -1.4207 5.1250 -0.25 -0.09 0.13
H -1.2566 -1.6878 4.9729 0.00 -0.09 -0.01
H -0.3113 -1.2109 6.0684 -0.07 0.09 -0.16
O 7.6458 4.4783 -0.7829 -0.04 0.45 0.20
H 6.7304 4.3600 -0.4940 0.12 -0.24 -0.10
H 7.8584 5.3841 -0.5235 -0.01 -0.19 -0.11
O -3.2496 2.1671 -1.8687 -0.13 -0.13 -0.21
H -2.3570 2.5018 -2.0411 -0.10 0.34 0.18
H -3.4236 1.5722 -2.6108 0.04 0.07 0.12
O -0.7231 1.0653 6.6179 -0.25 0.34 0.03
H -0.8816 1.2972 5.6928 0.13 -0.23 0.07
H -1.2510 1.7045 7.1135 0.15 -0.15 -0.04
O -5.5409 2.6192 -3.7302 0.09 0.12 -0.20
H -5.4052 2.6896 -2.7761 0.18 0.04 -0.20
H -6.1509 3.3459 -3.9348 -0.10 -0.24 0.32
O -3.3822 -2.6161 5.4830 0.21 0.27 0.03
H -4.3009 -2.8839 5.3311 0.14 -0.08 0.19
H -3.3533 -2.4066 6.4251 0.01 -0.07 -0.22
O -5.7740 -3.6900 6.3743 -0.04 -0.06 -0.13
H -6.6893 -3.9566 6.2222 0.19 0.08 0.15
H -5.7463 -3.4810 7.3165 -0.21 -0.11 -0.20
O -4.0688 5.0373 -5.0867 0.18 -0.06 0.09
H -4.3984 4.2012 -4.7273 0.08 -0.05 0.05
H -3.1108 4.9767 -4.9773 -0.18 -0.01 -0.06
O 5.3316 2.4040 -2.9694 0.22 0.24 -0.48
H 4.3773 2.5628 -2.9666 0.08 -0.10 0.34
H 5.4264 1.5608 -3.4346 -0.07 -0.04 0.24
O -7.4784 4.5486 -3.2052 -0.36 0.19 0.18
H -8.3969 4.2927 -3.3676 -0.01 -0.01 0.07
H -7.4568 4.7553 -2.2619 0.06 0.00 -0.21
O 1.5314 -6.0413 -6.0147 0.05 -0.29 -0.42
H 0.5774 -5.8811 -6.0120 0.23 -0.14 0.18
H 1.6251 -6.8830 -6.4790 -0.20 0.18 0.08
O -0.1584 -3.1798 7.9500 -0.29 0.07 0.08
H 0.7275 -2.8380 7.7689 -0.03 -0.33 0.02
H -0.3318 -3.7797 7.2124 0.09 0.21 0.03
O -1.2478 4.4690 -1.5781 0.05 -0.45 -0.14
H -1.1131 4.5394 -0.6221 -0.13 0.23 -0.30
H -1.8545 5.1915 -1.7815 0.19 -0.13 0.17
O 0.4421 -7.4697 -8.4457 -0.12 -0.02 -0.42
H -0.4146 -7.4949 -8.8908 0.15 -0.02 0.15
H 1.0074 -6.9754 -9.0539 -0.05 -0.01 0.22
O -0.8561 -6.6670 -4.5814 -0.55 -0.12 0.18
H -1.7731 -6.9293 -4.7352 0.18 0.06 0.00
H -0.8272 -6.4590 -3.6382 0.20 0.05 -0.20
O -1.7789 6.0905 0.5101 -0.30 0.48 0.17
H -2.6994 5.9777 0.7894 0.09 -0.16 0.14
H -1.5625 6.9923 0.7786 0.07 -0.25 -0.03
O 2.2768 -4.4139 7.5568 0.38 -0.27 0.14
H 1.9614 -5.2506 7.9226 0.00 0.20 -0.04
H 3.2366 -4.4616 7.6583 -0.17 0.07 -0.13
O 6.1924 3.9031 -5.2850 0.02 0.36 -0.03
H 5.8283 4.7910 -5.1805 0.07 -0.22 -0.05
H 6.0325 3.4811 -4.4249 -0.11 -0.12 0.09
O 0.3237 -4.6722 11.0197 -0.18 0.12 -0.01
H 0.1650 -4.4382 10.0949 0.03 0.13 -0.03
H -0.2040 -4.0335 11.5156 0.14 -0.14 -0.12
O 7.1629 -1.6698 -0.0545 0.16 0.25 0.31
H 6.2458 -1.7967 0.2321 0.02 -0.17 -0.22
H 7.3643 -0.7604 0.2057 -0.16 -0.02 -0.18
O -10.7699 4.0466 -3.2767 -0.03 0.27 -0.16
H -10.9165 4.2835 -4.2022 0.02 -0.11 0.14
H -11.2958 4.6906 -2.7846 0.14 -0.14 -0.03
O 2.2197 3.6693 -1.7446 -0.10 0.17 0.40
H 1.3015 3.4054 -1.9004 0.11 0.07 -0.34
H 2.2475 3.8769 -0.8017 0.12 -0.12 -0.19
O -4.5644 0.3648 2.2185 0.06 -0.08 -0.14
H -4.3838 0.5143 1.2805 0.04 -0.07 0.14
H -4.0789 -0.4453 2.4231 -0.06 0.17 -0.03
O 1.1095 2.6565 -4.2302 -0.04 -0.09 0.11
H 0.7892 1.8159 -3.8651 0.12 -0.20 -0.02
H 2.0682 2.6049 -4.1272 -0.23 -0.03 -0.01
O -3.5541 6.1481 2.9362 -0.12 0.21 0.41
H -3.9143 7.0384 3.0417 0.00 -0.19 -0.09
H -3.7207 5.7268 3.7894 0.11 0.03 -0.19
O -7.7417 -3.5231 8.2693 -0.25 0.18 0.49
H -8.1093 -2.6352 8.3717 0.07 -0.14 -0.10
H -7.8965 -3.9406 9.1270 0.03 -0.01 -0.19
O 9.0499 1.3411 -1.6868 0.52 0.06 -0.14
H 9.6767 0.6105 -1.6049 -0.27 0.01 -0.01
H 9.5268 2.0016 -2.2064 -0.21 -0.05 0.08
O -5.2159 4.8168 0.8896 -0.12 -0.25 -0.15
H -5.4173 4.2526 0.1313 0.16 0.07 0.11
H -4.9987 4.1924 1.5942 0.06 0.18 -0.11
```
Positions in Å, forces in eV/Å.

Mulliken atomic charge list, values in e, 8 entries: C -0.25; C -0.63; C 0.43; C -0.58; C 0.65; Al -0.70; O -0.47; C 0.70

=====

C9H7Cl3S | the ωB97M-V functional and the def2-TZVPD basis

Properties
Total charge ... 0
E ... -2125.8321 Ha
Largest force on an atom ... 0.067 Eh/bohr
Spin multiplicity ... 1
SMILES ... ClC(Cl)=Cc1ccccc1.S=CCl

Structure (XYZ):
```
20
Properties=species:S:1:pos:R:3:forces:R:3
Cl -4.0455 -0.3835 -0.2468 -0.24 -0.05 -0.16
C -2.4531 0.1339 0.1002 0.42 1.14 -0.36
Cl -2.1506 1.8517 -0.2919 -0.22 -1.28 0.51
C -1.5246 -0.6848 0.5627 1.86 2.79 0.25
C -0.1184 -0.2315 0.9199 -0.44 0.35 -0.75
C 0.2788 0.1654 2.1735 -0.63 -0.02 -0.71
C 1.5168 0.7454 2.3096 1.00 -0.03 3.30
C 2.3310 0.9541 1.2627 1.91 0.79 -2.35
C 1.9847 0.5595 -0.0388 1.23 -1.08 -0.56
C 0.8033 -0.0885 -0.1253 -2.63 -1.15 -1.74
H -1.7193 -1.6808 0.6288 -0.87 -2.69 0.39
H -0.4053 0.1098 2.9740 -0.51 -0.20 0.99
H 1.9668 0.9190 3.3444 -1.01 0.13 -1.44
H 3.2829 1.4537 1.3641 0.16 -0.05 0.42
H 2.6443 0.4533 -0.9692 -0.69 0.94 1.73
H 0.4136 -0.4970 -1.0828 0.82 0.55 0.76
S -0.5778 0.6240 -3.4752 -0.36 -0.36 0.24
C -0.8050 -0.9375 -3.1756 -2.96 0.22 -0.84
Cl 0.4728 -2.0278 -3.0968 0.52 -1.03 0.16
H -1.8953 -1.4385 -3.1377 2.65 1.06 0.14
```
Positions in Å, forces in eV/Å.

Mulliken atomic charge list, values in e, 8 entries: Cl -0.17; C 0.35; Cl -0.14; C -0.85; C 0.07; C -0.46; C -0.40; C -0.34

=====

C9H7FN | the ωB97M-V functional and the def2-TZVPD basis

Properties
Total charge ... +1
Relative energy (zero: lowest compared OMol25 entry of this formula, charge and spin) ... 222.4 kJ/mol
Largest force on an atom ... 0.078 Eh/bohr
Spin multiplicity ... 1
SMILES ... Fc1c[nH+]cc2ccccc12

Structure (XYZ):
```
18
Properties=species:S:1:pos:R:3:forces:R:3
F -3.0148 0.8097 0.4779 1.84 -1.54 -0.71
C -1.9797 0.0127 0.0839 1.98 -2.40 -1.17
C -2.1939 -1.3013 -0.5044 -0.20 2.17 0.93
N -1.1310 -2.1182 -0.9466 1.40 2.00 0.82
C 0.1935 -1.7363 -0.8554 -1.25 1.49 0.88
C 0.5352 -0.4357 -0.2383 0.59 -0.92 -0.49
C 1.9997 -0.0785 -0.1296 -2.03 3.12 1.53
C 2.2752 1.2360 0.4758 -1.94 -1.53 -0.62
C 1.1719 2.1435 0.9730 -1.35 -2.12 -0.92
C -0.2596 1.7804 0.8651 3.35 -1.28 -0.68
C -0.5476 0.4622 0.2426 -0.86 0.87 0.39
H -3.2331 -1.6845 -0.6327 1.16 0.24 0.06
H -1.3472 -3.0334 -1.3504 -0.02 0.49 0.19
H 0.9916 -2.4174 -1.2495 -1.09 0.66 0.45
H 2.8127 -0.7645 -0.4771 -0.99 0.78 0.36
H 3.3325 1.5804 0.5723 -1.12 -0.34 -0.04
H 1.4716 3.1081 1.4473 -0.37 -0.97 -0.52
H -1.0771 2.4369 1.2460 0.89 -0.72 -0.46
```
Positions in Å, forces in eV/Å.

Mulliken atomic charge list, values in e, 8 entries: F -0.23; C 0.45; C -0.38; N -0.03; C -0.40; C 0.75; C -0.66; C -0.43